This record from the OMol25 dataset describes C2H3N3O in the gas phase at a distorted geometry. The level of theory is the ωB97M-V functional and the def2-TZVPD basis.

Structure (ORCA input):
```
! RIJCOSX wB97M-V def2-TZVPD def2/J DEFGRID3
* xyz 0 1
N -1.298 0.039 0.425
C -0.368 -0.720 -0.255
C 0.958 -0.109 -0.450
N 1.387 0.849 0.319
N 1.756 1.679 0.997
O -0.598 -1.848 -0.651
H -2.217 -0.381 0.441
H -1.292 1.042 0.306
H 1.671 -0.551 -1.131
*
```

As for the HOMO-LUMO gap: 9.6 eV. For the HOMO energy, the calculation gives -9.207 eV.

List of natural (NBO) charges in e, atom by atom: -0.835, 0.637, -0.362, 0.085, 0.026, -0.595, 0.403, 0.388, 0.254

---

This record from the OMol25 dataset describes a molecular structure, C2H3N3O at a distorted geometry. The level of theory is the ωB97M-V functional and the def2-TZVPD basis.

Structure (ORCA input):
```
! RIJCOSX wB97M-V def2-TZVPD def2/J DEFGRID3
* xyz 0 1
N 0.039 1.644 0.538
C 0.234 0.611 -0.348
C -0.497 -1.135 0.432
O -0.222 -1.803 -0.608
N 0.341 -1.362 -1.696
N 0.619 0.228 -1.465
H 0.639 2.462 0.587
H -0.146 1.232 1.437
H -1.005 -1.877 1.123
*
```

As for the HOMO-LUMO gap (alpha / beta): 8.9 / 8.9 eV. For the HOMO energy (alpha / beta), the calculation gives -8.386 / -8.389 eV.

List of natural (NBO) charges in e, atom by atom: -0.836, 0.456, -0.033, -0.205, -0.028, -0.367, 0.407, 0.406, 0.201

---

This record from the OMol25 dataset describes C2H3N3O in the gas phase at a distorted geometry. The level of theory is the ωB97M-V functional and the def2-TZVPD basis.

Structure (ORCA input):
```
! RIJCOSX wB97M-V def2-TZVPD def2/J DEFGRID3
* xyz 0 1
C 0.895 -1.394 -0.115
C -0.589 1.289 0.154
N 1.269 -0.095 0.904
N 0.415 0.272 0.106
N -1.736 1.162 -0.338
O 0.199 -2.293 0.238
H -1.908 0.231 -0.725
H 1.696 -1.380 -0.858
H -0.241 2.207 0.635
*
```

As for the HOMO-LUMO gap: 8.3 eV. For the HOMO energy, the calculation gives -9.121 eV.

List of natural (NBO) charges in e, atom by atom: 0.479, 0.234, -0.095, -0.221, -0.535, -0.568, 0.357, 0.169, 0.178

---

This record from the OMol25 dataset describes C2H3N3O in the gas phase at a distorted geometry. The level of theory is the ωB97M-V functional and the def2-TZVPD basis.

Structure (ORCA input):
```
! RIJCOSX wB97M-V def2-TZVPD def2/J DEFGRID3
* xyz 0 1
N -1.671 -0.332 0.041
C -0.298 -0.219 -0.028
N 0.564 -1.081 0.459
O 1.771 -0.603 0.513
N 1.597 0.820 -0.279
C 0.344 0.960 -0.528
H -2.014 -1.253 0.268
H -2.134 0.087 -0.750
H 1.840 1.621 0.304
*
```

As for the HOMO-LUMO gap: 9.1 eV. For the HOMO energy, the calculation gives -9.132 eV.

List of natural (NBO) charges in e, atom by atom: -0.794, 0.163, -0.054, -0.223, -0.371, 0.069, 0.390, 0.392, 0.427

---

Quick rundown of relative energy (zero: lowest compared OMol25 entry of this formula, charge and spin), same order as above: 29.73; 161.41; 103.17; 111.53 kcal per mole
Quick rundown of E, same order as above: -8639.205; -8633.495; -8636.021; -8635.658 eV